{
  "formula": "C23H25HoN2O",
  "method": "wB97M-V/def2-TZVPD",
  "species": ["H", "C", "H", "C", "C", "C", "C", "H", "H", "C", "N", "H", "H", "H", "C", "C", "C", "H", "H", "C", "H", "H", "Ho", "C", "C", "C", "C", "C", "C", "C", "H", "C", "C", "H", "C", "H", "H", "H", "H", "O", "C", "H", "C", "H", "H", "H", "H", "H", "C", "H", "N", "H"],
  "positions_angstrom": [[-4.176, -1.918, 0.558], [3.589, 0.887, -3.053], [-3.428, 0.387, 0.184], [-0.184, -2.634, 2.621], [2.432, 0.190, -3.427], [-1.422, -1.909, -1.524], [-1.872, 1.422, -0.938], [4.377, 2.636, -2.050], [-3.048, -0.826, 2.407], [-0.305, 2.626, -2.343], [-1.348, 1.602, -2.181], [-1.235, -2.985, -1.394], [2.062, 2.095, 3.682], [-3.259, -3.293, -0.063], [2.545, -0.755, 1.948], [-0.698, 1.104, 4.527], [2.212, 2.650, -2.103], [-1.546, -2.136, 4.356], [-3.408, -0.019, -1.574], [-0.300, -2.365, 1.240], [0.579, -3.283, 3.112], [4.574, 0.484, -3.301], [0.256, -0.249, 2.728], [-2.216, -1.377, -0.337], [3.475, 2.106, -2.364], [1.050, 2.009, -2.564], [-2.756, 0.087, -0.663], [2.150, 1.300, 2.946], [1.903, 1.437, 1.550], [-2.078, -1.333, 2.277], [0.349, -2.752, 0.440], [1.169, 0.747, -3.166], [2.521, -0.064, 3.209], [-0.346, 3.066, -1.338], [-3.504, -2.236, -0.248], [2.496, -0.774, -3.942], [2.123, 3.597, -1.560], [-0.580, 3.400, -3.100], [-0.454, -1.394, -1.660], [-1.704, 2.424, -0.102], [-1.472, -1.513, 0.999], [-4.070, -2.205, -1.179], [2.169, 0.172, 0.933], [2.875, -1.782, 1.787], [0.265, 0.204, -3.459], [2.790, -0.493, 4.188], [2.185, 0.021, -0.144], [-2.008, -1.798, -2.445], [-1.316, -2.038, 3.264], [-1.849, 1.271, -3.039], [-1.201, 1.863, 5.298], [1.637, 2.344, 1.005]],
  "multiplicity": 5,
  "energy_ha": -2024.23262,
  "e_lumo_ev": [0.105, 0.210],
  "orbital_gap_ev": [8.958, 9.115],
  "homo_ev": [-8.8528, -8.9049]
}